Record 1
{
  "formula": "C7H12N3",
  "method": "wB97M-V/def2-TZVPD",
  "total_charge": 1,
  "multiplicity": 3,
  "gap_ev": [6.08, 6.23],
  "e_lumo_ev": [-3.16, -6.76],
  "relative_energy_kj_mol": 381.7,
  "species": ["C", "C", "C", "C", "C", "C", "C", "N", "N", "N", "H", "H", "H", "H", "H", "H", "H", "H", "H", "H", "H", "H"],
  "positions_angstrom": [[-3.848, -0.384, 0.459], [-2.567, -0.741, 0.624], [-3.411, 0.814, -0.353], [2.848, -1.201, 0.652], [3.615, -0.281, -0.268], [2.417, 0.240, 0.406], [0.067, 0.474, -0.081], [-0.990, 0.811, -0.777], [1.298, 0.300, -0.491], [-2.018, 0.508, 0.061], [-4.885, -0.574, 0.832], [-2.090, -1.610, 1.053], [-3.439, 0.684, -1.469], [-3.660, 1.857, 0.080], [2.255, -1.759, 0.058], [3.319, -1.456, 1.562], [4.608, 0.195, -0.134], [3.492, -0.530, -1.300], [2.636, 0.779, 1.309], [-0.121, 0.161, 0.950], [-1.085, 1.225, -1.757], [1.559, 0.486, -1.416]],
  "forces_ev_per_a": [[-0.60, 1.13, -0.25], [0.38, -0.41, 0.66], [-0.18, 2.50, 0.22], [2.09, 2.74, 0.11], [1.41, 0.45, -0.30], [0.48, -1.55, -0.02], [3.34, -1.55, 5.50], [-5.02, 0.41, -2.10], [2.29, 0.64, -0.05], [-2.03, -0.54, -2.97], [1.41, -0.51, -0.51], [0.49, 0.39, 0.12], [-0.60, 0.47, 1.05], [-0.08, -1.57, -1.22], [-1.64, -2.87, -1.03], [-0.11, -0.60, 0.79], [-0.82, -0.67, 0.57], [-0.13, -0.05, -0.61], [-0.96, 1.32, -0.16], [0.16, 0.37, -0.57], [-0.20, -0.57, 2.19], [0.31, 0.44, -1.43]]
}

=====

Record 2
{
  "formula": "C4H11NO3",
  "method": "wB97M-V/def2-TZVPD",
  "smiles": "CC[C@@H](O)N(O)CO",
  "gap_ev": 9.79,
  "e_lumo_ev": 0.80,
  "relative_energy_kj_mol": 403.0,
  "species": ["C", "C", "C", "O", "N", "O", "C", "O", "H", "H", "H", "H", "H", "H", "H", "H", "H", "H", "H"],
  "positions_angstrom": [[1.077, 2.228, 1.363], [0.368, 1.636, 0.168], [-0.087, -0.048, 0.500], [-1.298, -0.135, 1.153], [-0.019, -0.616, -0.777], [-1.124, -0.184, -1.549], [-0.120, -2.306, -0.638], [-0.216, -2.774, -1.944], [1.255, 3.297, 1.224], [2.042, 1.743, 1.507], [0.484, 2.097, 2.268], [-0.588, 2.118, -0.035], [0.966, 1.688, -0.738], [0.683, -0.477, 1.142], [-1.950, 0.329, 0.607], [-1.777, -0.905, -1.588], [-1.035, -2.610, -0.115], [0.787, -2.628, -0.116], [0.552, -2.453, -2.432]],
  "forces_ev_per_a": [[-0.05, 0.12, -0.05], [-1.13, -2.65, 1.14], [1.52, 4.41, -0.45], [-0.71, 0.03, 0.31], [0.16, -5.09, -0.44], [-0.40, 0.08, -0.11], [-0.05, 2.91, -1.02], [0.03, -0.22, 0.28], [0.04, -0.01, 0.07], [0.06, 0.01, 0.09], [0.02, 0.02, 0.06], [-0.03, 0.13, 0.03], [0.04, -0.32, -0.01], [0.01, -0.06, -0.11], [0.15, -0.11, 0.13], [0.31, 0.14, 0.09], [0.21, 0.27, 0.00], [-0.13, 0.30, -0.01], [-0.03, 0.02, 0.01]]
}

=====

Record 3
{
  "formula": "ClH14O7",
  "method": "wB97M-V/def2-TZVPD",
  "total_charge": -1,
  "gap_ev": 9.94,
  "e_lumo_ev": 3.41,
  "relative_energy_kj_mol": 633.1,
  "species": ["Cl", "O", "H", "H", "O", "H", "H", "O", "H", "H", "O", "H", "H", "O", "H", "H", "O", "H", "H", "O", "H", "H"],
  "positions_angstrom": [[0.488, 0.208, -0.266], [2.873, -0.233, -0.682], [1.982, -0.446, -0.403], [3.380, -0.214, 0.130], [1.173, 0.024, 2.028], [0.818, 0.196, 1.156], [1.233, -0.929, 2.081], [-0.557, 2.115, -1.888], [-0.322, 1.541, -1.159], [-1.219, 1.626, -2.375], [-0.260, -2.157, -0.649], [-1.085, -2.038, -0.178], [0.084, -1.271, -0.758], [-1.820, -0.492, -1.960], [-2.062, -1.412, -1.857], [-1.220, -0.319, -1.235], [0.469, 2.059, 1.965], [0.501, 2.675, 1.233], [0.535, 1.196, 1.556], [-1.874, -0.836, 0.783], [-2.116, -0.854, 1.709], [-1.003, -0.438, 0.771]],
  "forces_ev_per_a": [[-2.27, 3.76, -4.07], [2.95, -0.43, -0.64], [0.79, -0.54, -0.11], [0.22, 0.04, 0.17], [2.75, -3.55, 5.33], [0.85, -2.01, 0.12], [-0.02, -0.43, -0.11], [-0.45, 1.50, -0.92], [-0.04, 0.26, -0.10], [-0.19, -0.22, -0.11], [0.00, -3.74, -0.59], [-0.07, -0.23, 0.33], [0.10, -1.14, -0.51], [-1.03, 0.50, -1.18], [0.14, -0.08, -0.04], [-0.32, 0.13, -0.19], [-0.87, 2.82, 0.06], [-0.15, 0.39, -0.12], [-0.84, 2.83, 1.24], [-1.73, -0.33, 1.05], [-0.17, 0.00, 0.24], [0.35, 0.46, 0.15]]
}

=====

Record 4
{
  "formula": "H6NS2",
  "method": "wB97M-V/def2-TZVPD",
  "multiplicity": 2,
  "gap_ev": [4.22, 9.84],
  "e_lumo_ev": [0.15, 0.12],
  "relative_energy_kj_mol": 33.7,
  "species": ["S", "S", "H", "H", "N", "H", "H", "H", "H"],
  "positions_angstrom": [[0.380, -0.914, -1.761], [-1.027, -2.141, -0.881], [-0.466, 0.053, -2.208], [-0.742, -1.761, 0.398], [0.336, 0.991, 0.911], [1.114, 0.590, 0.318], [-0.470, 0.679, 0.376], [0.426, 0.505, 1.819], [0.449, 1.999, 1.029]],
  "forces_ev_per_a": [[-0.32, -0.01, -0.49], [0.23, 0.07, 0.13], [0.25, -0.23, 0.16], [-0.15, -0.04, -0.07], [1.75, -1.06, -0.65], [-0.06, 0.55, 0.42], [-1.19, 0.19, 0.10], [-0.36, -0.26, 0.51], [-0.16, 0.79, -0.10]]
}

=====

Record 5
{
  "formula": "C29H74O6Si",
  "method": "wB97M-V/def2-TZVPD",
  "smiles": "CCC[C@@H](C)[SiH3].CCOCC.CCOCC.CCOCC.CCOCC.CCOCC.CCOCC",
  "gap_ev": 10.18,
  "e_lumo_ev": 0.59,
  "species": ["C", "C", "C", "C", "C", "Si", "H", "H", "H", "H", "H", "H", "H", "H", "H", "H", "H", "H", "H", "H", "C", "C", "O", "C", "C", "H", "H", "H", "H", "H", "H", "H", "H", "H", "H", "C", "C", "O", "C", "C", "H", "H", "H", "H", "H", "H", "H", "H", "H", "H", "C", "C", "O", "C", "C", "H", "H", "H", "H", "H", "H", "H", "H", "H", "H", "C", "C", "O", "C", "C", "H", "H", "H", "H", "H", "H", "H", "H", "H", "H", "C", "C", "O", "C", "C", "H", "H", "H", "H", "H", "H", "H", "H", "H", "H", "C", "C", "O", "C", "C", "H", "H", "H", "H", "H", "H", "H", "H", "H", "H"],
  "positions_angstrom": [[4.746, 2.713, -0.505], [4.143, 1.531, -1.292], [3.036, 1.918, -2.290], [1.608, 1.981, -1.684], [1.235, 0.715, -0.848], [1.301, 3.618, -0.722], [4.088, 3.082, 0.287], [5.646, 2.351, 0.005], [5.026, 3.560, -1.131], [4.962, 1.095, -1.875], [3.832, 0.774, -0.569], [3.018, 1.139, -3.063], [3.241, 2.861, -2.802], [0.900, 2.014, -2.525], [0.261, 0.312, -1.133], [1.215, 0.946, 0.220], [1.982, -0.053, -1.064], [2.471, 4.479, -1.018], [1.359, 3.336, 0.721], [0.043, 4.233, -1.161], [-1.710, 0.385, 5.058], [-0.493, -0.491, 5.299], [-0.007, -1.107, 4.120], [0.433, -0.226, 3.104], [1.600, 0.654, 3.519], [-2.483, -0.169, 4.525], [-2.120, 0.736, 6.005], [-1.463, 1.262, 4.458], [-0.764, -1.307, 5.970], [0.304, 0.071, 5.797], [-0.403, 0.380, 2.736], [0.745, -0.861, 2.273], [1.309, 1.373, 4.288], [1.974, 1.217, 2.662], [2.411, 0.048, 3.924], [-6.107, 0.306, 1.788], [-5.329, -0.271, 2.958], [-5.131, 0.648, 4.018], [-6.302, 1.139, 4.643], [-7.145, 0.057, 5.295], [-5.652, 1.238, 1.448], [-6.122, -0.401, 0.958], [-7.142, 0.523, 2.059], [-4.331, -0.553, 2.620], [-5.804, -1.186, 3.328], [-6.897, 1.724, 3.933], [-5.959, 1.836, 5.409], [-7.586, -0.613, 4.554], [-7.961, 0.505, 5.864], [-6.537, -0.549, 5.967], [-3.178, 2.961, -6.255], [-2.072, 2.156, -5.594], [-1.318, 2.897, -4.651], [-2.039, 3.401, -3.542], [-2.674, 2.317, -2.687], [-2.781, 3.885, -6.676], [-3.643, 2.380, -7.052], [-3.960, 3.232, -5.543], [-1.360, 1.834, -6.354], [-2.472, 1.247, -5.134], [-2.788, 4.130, -3.870], [-1.316, 3.949, -2.938], [-3.473, 1.798, -3.220], [-3.105, 2.752, -1.784], [-1.930, 1.571, -2.400], [11.370, 2.764, 1.086], [9.929, 2.787, 1.564], [8.982, 2.823, 0.512], [8.998, 1.717, -0.370], [8.693, 0.393, 0.309], [11.556, 3.583, 0.390], [12.051, 2.859, 1.933], [11.609, 1.832, 0.570], [9.758, 3.693, 2.146], [9.726, 1.943, 2.232], [9.950, 1.670, -0.909], [8.227, 1.918, -1.116], [9.486, 0.103, 1.002], [8.594, -0.399, -0.434], [7.765, 0.460, 0.880], [-1.640, -5.365, 2.030], [-2.021, -4.819, 0.665], [-2.116, -3.408, 0.619], [-0.923, -2.700, 0.905], [0.208, -2.991, -0.066], [-2.306, -4.972, 2.800], [-1.701, -6.454, 2.033], [-0.621, -5.088, 2.305], [-3.011, -5.192, 0.397], [-1.332, -5.178, -0.107], [-0.609, -2.882, 1.938], [-1.179, -1.641, 0.841], [0.566, -4.019, 0.023], [1.050, -2.326, 0.130], [-0.125, -2.847, -1.096], [-5.050, -2.921, -3.022], [-4.452, -3.567, -4.260], [-3.089, -3.246, -4.463], [-2.206, -3.655, -3.435], [-2.169, -5.159, -3.222], [-4.874, -1.844, -3.029], [-6.125, -3.103, -2.982], [-4.610, -3.320, -2.106], [-4.976, -3.204, -5.145], [-4.590, -4.654, -4.238], [-2.442, -3.136, -2.499], [-1.215, -3.312, -3.739], [-3.116, -5.533, -2.828], [-1.385, -5.418, -2.510], [-1.976, -5.677, -4.163]],
  "forces_ev_per_a": [[0.04, -0.48, 0.37], [0.54, 1.08, -0.32], [-0.56, -0.81, 0.42], [-0.51, 0.23, 0.23], [0.26, 0.48, -0.50], [0.91, -0.86, -0.62], [-0.07, -0.01, -0.16], [0.01, 0.20, -0.04], [-0.05, -0.11, -0.10], [-0.07, -0.08, 0.09], [-0.16, -0.05, -0.20], [-0.04, 0.10, 0.00], [0.27, -0.04, 0.10], [0.21, 0.11, 0.01], [0.01, 0.10, 0.07], [0.11, -0.32, 0.01], [-0.18, -0.14, 0.27], [-0.28, 0.29, -0.03], [-0.25, 0.08, 0.27], [-0.20, 0.19, 0.18], [0.07, 0.08, -0.13], [-0.15, 0.08, 0.09], [0.08, -0.25, -0.06], [0.08, 0.09, -0.09], [-0.06, 0.07, 0.16], [-0.04, 0.00, 0.08], [-0.02, -0.02, 0.00], [-0.02, 0.03, 0.07], [0.06, -0.09, -0.09], [0.00, 0.05, -0.02], [0.03, 0.07, 0.00], [-0.03, -0.09, 0.06], [0.01, 0.04, -0.06], [-0.01, -0.01, -0.01], [0.01, -0.02, -0.06], [-0.16, 0.08, 0.07], [0.01, -0.02, -0.10], [0.20, 0.05, 0.05], [-0.09, 0.00, 0.07], [-0.02, -0.13, -0.13], [0.05, -0.04, -0.02], [0.03, 0.00, 0.01], [-0.01, -0.05, -0.04], [0.04, 0.05, 0.10], [-0.06, 0.00, -0.03], [-0.06, -0.04, -0.01], [0.12, -0.01, -0.06], [-0.05, 0.03, 0.02], [0.02, 0.01, 0.00], [0.00, 0.05, 0.03], [-0.09, 0.08, 0.14], [-0.05, -0.04, -0.10], [0.22, 0.04, 0.00], [-0.06, -0.01, 0.11], [-0.09, -0.09, -0.11], [0.03, -0.04, -0.04], [0.02, -0.01, 0.00], [-0.03, -0.04, -0.04], [0.09, 0.04, 0.08], [-0.06, 0.00, 0.00], [-0.06, -0.04, 0.01], [0.09, 0.00, -0.12], [-0.03, 0.02, 0.05], [0.02, 0.01, 0.00], [0.02, 0.05, 0.03], [0.01, -0.14, -0.12], [0.09, 0.04, 0.05], [-0.14, 0.14, -0.03], [-0.06, -0.12, -0.05], [0.12, -0.01, 0.14], [-0.01, 0.04, 0.05], [-0.02, 0.02, 0.00], [0.04, -0.01, 0.06], [-0.10, 0.02, -0.07], [0.05, -0.04, 0.00], [0.02, -0.06, 0.02], [-0.01, 0.15, 0.06], [0.00, -0.05, -0.05], [-0.01, 0.02, -0.01], [-0.03, 0.00, -0.06], [0.17, 0.10, 0.05], [-0.03, -0.11, 0.04], [-0.24, 0.12, -0.11], [0.15, 0.05, 0.05], [-0.01, -0.20, -0.04], [-0.04, -0.03, -0.03], [-0.02, 0.01, -0.02], [0.00, -0.05, 0.00], [-0.03, 0.12, -0.05], [0.06, -0.05, 0.05], [0.04, 0.00, 0.00], [-0.16, -0.04, 0.00], [0.05, 0.04, 0.04], [-0.01, 0.01, -0.02], [0.01, 0.08, 0.01], [0.10, -0.07, 0.16], [-0.12, 0.05, 0.02], [0.06, 0.07, -0.18], [0.12, -0.02, 0.13], [-0.18, -0.04, 0.00], [-0.03, 0.00, -0.05], [0.00, 0.01, -0.03], [-0.05, -0.01, 0.01], [0.11, 0.02, -0.05], [-0.02, -0.01, 0.06], [-0.01, -0.08, 0.05], [-0.06, 0.06, -0.11], [0.05, -0.01, 0.07], [0.01, 0.01, -0.02], [0.06, 0.04, 0.00]]
}